Record 1
137
Properties=species:S:1:pos:R:3:forces:R:3 method="wB97M-V/def2-TZVPD" homo_lumo_gap_ev=4.95 total_charge=-2
Ba -0.9387 0.0711 -0.1583 2.6 2.7 0.7
C 0.2321 -1.5180 -4.0055 0.0 0.0 -0.2
N 1.5504 -2.1523 -4.0092 0.0 -0.1 0.0
C 1.9214 -2.8938 -5.1956 0.0 0.0 0.0
C 2.2884 -2.2188 -2.8549 -0.2 0.1 -0.1
N 1.9677 -1.5091 -1.8468 0.3 0.1 0.1
C 2.5514 -1.7283 -0.5371 -0.1 0.1 -0.2
C 1.5744 -2.5743 0.2911 -0.2 -0.1 0.2
N 0.8545 -1.7798 1.2907 -0.6 -0.5 0.2
C 1.6674 -1.5231 2.4895 0.1 0.1 -0.2
C 1.8848 -0.0517 2.8034 0.1 -0.1 0.2
N 0.6635 0.6473 3.1154 0.1 -0.3 -0.3
C 0.6703 1.6026 3.9447 -0.1 0.3 0.2
N 1.8277 2.1104 4.5523 0.0 0.1 0.0
C 1.7434 2.7468 5.8441 0.0 0.1 0.0
C 2.8542 2.6633 3.6851 0.0 0.0 0.0
N -0.5283 2.2016 4.3591 0.0 -0.1 0.1
C -1.7344 1.4673 4.0022 0.1 0.0 0.0
C -0.6322 3.6078 3.9520 0.0 0.1 0.1
C -0.4169 -2.4495 1.6420 -0.3 0.2 0.0
C -1.3914 -1.5676 2.4810 -0.2 -0.1 0.0
N -2.4625 -0.8479 1.7413 0.3 -1.5 0.5
C -3.6407 -1.3724 1.7595 0.0 1.2 0.8
N -3.9760 -2.5426 2.4487 0.0 -0.3 -0.4
C -3.4541 -3.8219 2.0199 0.0 0.0 0.1
C -5.0730 -2.5740 3.3742 -0.1 0.0 -0.1
N -4.7092 -0.6190 1.3309 -0.1 -0.2 -0.3
C -5.8327 -1.3227 0.7223 0.0 0.1 0.0
C -4.4844 0.7297 0.8139 0.0 0.0 0.3
N 3.3953 -3.1375 -2.9711 -0.1 0.1 0.2
C 4.7115 -2.5525 -2.9675 0.1 0.0 0.0
C 3.2676 -4.3989 -2.2722 -0.1 0.1 -0.1
H 0.1923 -0.6862 -4.7119 0.1 -0.1 0.0
H -0.5396 -2.2498 -4.2590 0.0 0.1 0.1
H 0.0246 -1.1422 -3.0088 0.1 -0.1 -0.3
H 1.1092 -2.7828 -5.9136 0.0 0.0 0.0
H 2.8322 -2.5146 -5.6701 0.0 0.0 0.0
H 2.0661 -3.9606 -5.0079 0.0 0.0 0.0
H 3.5402 -2.1875 -0.5523 0.2 -0.2 -0.1
H 2.6654 -0.7530 -0.0553 0.0 0.0 0.0
H 0.8325 -2.9914 -0.3908 0.0 0.1 0.0
H 2.0829 -3.4259 0.7792 0.1 0.0 0.0
H 1.2456 -2.0603 3.3508 -0.1 0.1 0.0
H 2.6651 -1.9494 2.3338 0.0 0.0 0.0
H 2.6156 0.0137 3.6253 0.0 0.0 0.0
H 2.3287 0.4078 1.9134 0.0 0.0 0.0
H 0.9552 2.2929 6.4400 0.0 0.0 0.0
H 2.7002 2.6170 6.3608 0.0 0.0 0.0
H 1.5472 3.8287 5.7865 0.0 0.0 0.0
H 3.8489 2.4558 4.0940 0.0 0.0 0.0
H 2.7890 2.2341 2.6862 0.0 0.1 0.1
H 2.7377 3.7494 3.5755 0.0 -0.1 0.1
H -1.6753 0.4468 4.3799 0.0 0.1 0.0
H -2.5861 1.9692 4.4668 0.0 0.0 0.0
H -1.8954 1.4284 2.9182 0.0 0.0 0.1
H 0.3152 4.1250 4.1055 0.0 0.0 0.0
H -0.8941 3.6872 2.8904 -0.1 -0.1 0.2
H -1.3996 4.1064 4.5501 0.0 0.0 0.1
H -0.9176 -2.7335 0.7120 0.1 -0.1 0.0
H -0.2003 -3.3709 2.2072 0.0 0.0 0.0
H -1.8533 -2.2038 3.2392 0.0 0.0 0.1
H -0.8008 -0.8071 2.9876 0.0 -0.1 -0.1
H -2.8275 -3.6854 1.1440 0.0 0.0 0.0
H -2.8901 -4.3186 2.8202 0.0 0.0 0.0
H -4.2761 -4.4858 1.7223 0.0 0.0 0.0
H -5.3850 -1.5591 3.6150 0.0 0.0 0.0
H -5.9449 -3.1185 2.9808 0.0 0.0 0.0
H -4.7616 -3.0729 4.2998 0.0 0.0 0.0
H -6.7050 -1.3577 1.3864 0.0 0.0 0.0
H -6.1191 -0.8053 -0.1934 0.0 0.0 0.0
H -5.5449 -2.3293 0.4293 0.0 0.0 0.0
H -3.7684 1.2586 1.4423 0.0 0.0 0.0
H -4.1270 0.7279 -0.2186 0.0 -0.1 0.0
H -5.4382 1.2609 0.8615 0.0 0.0 0.0
H 4.6696 -1.5617 -3.4227 0.0 0.0 0.0
H 5.1452 -2.4421 -1.9614 0.0 0.0 0.0
H 5.3975 -3.1675 -3.5619 0.0 0.0 0.0
H 2.2119 -4.6240 -2.1155 0.0 0.0 0.0
H 3.7024 -5.2154 -2.8638 0.0 0.0 0.0
H 3.7561 -4.3987 -1.2890 0.0 0.1 0.1
O -2.7161 -2.2976 -3.1570 -0.1 -0.1 0.0
S -2.5006 -1.8473 -1.7919 -0.1 -0.5 -0.5
O -3.3721 -2.5166 -0.8104 -0.1 -0.1 -0.1
O -1.0615 -2.0621 -1.3776 -0.6 -0.9 -0.3
O -2.6779 -0.3513 -1.6876 -1.3 -0.6 -0.8
S 1.8244 1.8267 -0.1660 0.0 0.2 0.1
C 1.5947 3.4031 0.5831 -0.1 0.1 -0.1
C 2.7322 4.1196 0.9903 0.0 0.1 -0.1
C 2.6823 5.3777 1.5734 -0.1 -0.1 0.0
C 1.4468 5.9889 1.7464 0.0 -0.1 0.0
C 0.3022 5.3117 1.3394 0.0 0.0 0.0
C 0.3167 4.0222 0.7784 0.2 0.0 -0.2
S -1.2252 3.2910 0.3481 0.1 0.0 0.1
H 3.6967 3.6454 0.8279 -0.1 0.0 0.0
H 3.6022 5.8764 1.8646 0.0 0.0 0.0
H 1.3651 6.9791 2.1851 0.0 0.0 0.0
H -0.6707 5.7763 1.4716 0.0 0.0 0.0
C -1.9234 5.1543 -5.1750 -0.1 0.0 0.0
C -0.5588 5.7778 -4.9113 0.0 0.0 0.0
C -0.3628 6.1796 -3.4503 0.0 0.0 0.0
C -0.1464 5.0047 -2.5046 0.2 -0.1 0.0
N 1.1530 4.3693 -2.7039 0.0 0.1 0.0
C 1.3817 3.1511 -3.2613 -0.1 0.0 0.0
Se 0.1449 2.0777 -4.0798 0.1 0.1 0.0
N 2.7165 2.8991 -3.1447 0.0 0.0 0.0
C 3.3634 1.6162 -3.3688 -0.1 0.1 0.1
C 4.3248 1.6627 -4.5517 0.1 -0.1 0.0
C 3.6365 1.8218 -5.9062 0.0 0.0 0.0
C 2.9797 0.5324 -6.3768 0.0 -0.1 0.0
C 3.3326 3.9542 -2.4939 0.0 0.0 0.0
C 4.6483 4.1666 -2.1193 0.0 0.0 0.0
C 4.9418 5.3732 -1.4930 0.0 0.0 0.0
C 3.9502 6.3196 -1.2411 0.0 0.0 -0.1
C 2.6270 6.0936 -1.5964 0.0 0.0 -0.1
C 2.3414 4.8973 -2.2291 0.0 0.0 0.0
H -2.0322 4.8612 -6.2221 0.0 0.0 0.0
H -2.7270 5.8590 -4.9361 0.0 0.0 0.0
H -2.0645 4.2530 -4.5768 0.0 0.0 0.0
H -0.4263 6.6597 -5.5474 0.0 0.0 0.0
H 0.2232 5.0660 -5.1942 0.0 0.0 0.0
H -1.2430 6.7286 -3.0961 0.0 0.0 0.0
H 0.4837 6.8689 -3.3641 0.0 0.0 0.0
H -0.8931 4.2232 -2.6183 0.0 0.0 0.0
H -0.1872 5.3107 -1.4586 0.0 0.1 0.0
H 2.5698 0.8796 -3.4939 0.0 0.0 0.0
H 3.8749 1.3627 -2.4360 0.0 0.0 0.0
H 4.9130 0.7361 -4.5445 0.0 0.0 0.0
H 5.0374 2.4787 -4.3969 0.0 0.0 0.0
H 4.3686 2.1599 -6.6469 0.0 0.0 0.0
H 2.8789 2.6077 -5.8284 0.0 0.0 0.0
H 3.7268 -0.2537 -6.5328 0.0 0.0 0.0
H 2.4349 0.6698 -7.3136 0.0 0.0 0.0
H 2.2636 0.1755 -5.6367 -0.1 0.0 0.0
H 5.4093 3.4152 -2.2859 0.0 0.0 0.0
H 5.9589 5.5721 -1.1757 0.0 0.0 0.0
H 4.2084 7.2348 -0.7221 0.0 0.0 0.0
H 1.8459 6.7981 -1.3424 0.0 0.0 0.0

---

Record 2
22
Properties=species:S:1:pos:R:3:forces:R:3 method="wB97M-V/def2-TZVPD" homo_lumo_gap_ev=9.36 total_charge=0
C 0.0944 0.5699 -1.1059 -1.5 -0.4 0.6
C 0.7413 -0.7596 1.5939 -0.2 -0.2 -0.3
C -0.0320 -0.7973 -1.7643 0.1 0.2 -0.2
C 1.5121 1.1154 -1.1477 -0.2 0.0 0.2
C 0.0951 0.5302 1.2729 -1.3 0.1 1.7
N 0.3065 1.6610 1.7192 0.1 -0.4 -0.8
H -0.5843 1.2930 -1.5707 0.1 0.0 -0.4
H -0.2716 2.4266 1.3929 -0.2 -0.1 0.2
H 0.0338 -1.5718 1.4148 0.1 0.0 0.0
H 1.6376 -0.9017 0.9938 0.0 0.0 0.0
H 1.0235 -0.7526 2.6470 -0.1 0.1 -0.1
H -1.0615 -1.1540 -1.7468 0.0 0.0 -0.1
H 0.5770 -1.5376 -1.2455 0.1 0.0 0.0
H 0.3087 -0.7566 -2.8022 0.0 -0.1 -0.1
H 1.5989 2.0745 -0.6390 0.0 0.0 0.1
H 1.8240 1.2665 -2.1860 -0.1 0.0 0.0
H 2.2260 0.4191 -0.7021 0.0 0.0 0.0
N -2.1286 -1.1659 1.0391 0.2 0.4 0.1
O -1.7299 0.1969 0.9325 0.5 -0.1 0.9
H -0.7274 0.4294 -0.1215 2.3 0.3 -1.8
H -2.7757 -1.2065 1.8257 0.1 0.1 -0.1
H -2.6680 -1.3789 0.1999 0.1 0.1 0.1

---

Record 3
21
Properties=species:S:1:pos:R:3:forces:R:3 method="wB97M-V/def2-TZVPD" homo_lumo_gap_ev=7.78 smiles="N[C@H](CC1=[NH+]C=N[C@@H]1I)C(=O)O" total_charge=+1
N 1.3348 -1.5484 -1.1552 1.3 0.8 5.3
C 0.4774 -1.0480 -0.1087 -0.1 1.5 -0.7
C 0.2323 0.5450 -0.1958 0.8 -0.2 -0.8
C -1.0285 0.9605 0.3142 -1.5 -1.3 5.8
N -1.2914 0.6947 1.6904 -1.2 1.9 -5.1
C -2.6511 0.9564 1.8612 -1.9 0.7 1.9
N -3.2806 1.3839 0.8212 0.7 -0.6 1.2
C -2.3380 1.3962 -0.2540 -0.2 -1.4 0.8
I -3.1332 -0.0844 -1.6719 0.6 0.2 0.2
C 1.2374 -1.2224 1.2458 -1.7 0.2 1.1
O 0.9901 -0.5072 2.2009 0.3 -0.5 -0.7
O 2.1245 -2.1774 1.2975 0.7 -0.1 -2.0
H 1.0288 -1.7090 -2.0249 -1.3 -0.5 -3.7
H 2.2452 -1.1445 -1.0126 0.3 0.2 -1.2
H -0.5743 -1.3887 -0.2737 1.0 -0.7 0.9
H 1.0549 1.1736 0.1640 -0.1 -0.3 0.1
H 0.0701 0.7117 -1.2102 0.6 0.4 -2.2
H -0.5856 0.5287 2.3896 0.6 -0.7 0.1
H -3.1487 0.8536 2.8972 1.0 0.1 -1.9
H -2.4192 2.3155 -0.7779 0.5 0.8 -0.7
H 2.2914 -2.4050 0.3189 -0.4 -0.5 1.6